A structure of composition C22H40Br3N3O9 at a distorted geometry, computed with ωB97M-V with the def2-TZVPD basis set.

ORCA input file:
```
! wB97M-V def2-TZVPD RIJCOSX def2/J DEFGRID3
* xyz 0 1
C -2.98915 0.63079 -6.82653
C -1.65611 0.72962 -6.04779
C -1.33920 -0.55410 -5.19814
C -1.41839 -1.77869 -6.02642
N -1.47711 -2.72932 -6.67793
H -3.85532 0.32112 -6.22496
H -2.92596 -0.16261 -7.61232
H -3.31290 1.56060 -7.32700
H -1.74745 1.60456 -5.40721
H -0.79631 0.89070 -6.72837
H -2.01327 -0.61730 -4.35481
H -0.32409 -0.53304 -4.71824
C -1.51323 4.17583 2.62697
C -2.87517 4.41151 3.20658
C -2.74948 4.96728 4.68718
C -1.93006 6.17970 4.71765
N -1.29097 7.09644 4.90161
H -1.62680 3.81695 1.59333
H -1.00435 3.42155 3.22862
H -0.90849 5.09220 2.50248
H -3.39209 3.44941 3.35278
H -3.49444 5.08028 2.65443
H -2.24453 4.27379 5.33440
H -3.75516 5.20053 5.04760
C -3.31102 -3.04102 1.80508
C -2.50716 -2.15038 0.86492
C -1.90625 -0.87784 1.46977
C -3.02078 0.07796 1.93113
N -3.87502 0.74145 2.33326
H -2.76055 -3.53126 2.64244
H -3.73609 -3.88980 1.19907
H -4.20204 -2.53825 2.17620
H -3.13156 -1.86698 -0.00526
H -1.65052 -2.70479 0.42621
H -1.33315 -0.35235 0.71679
H -1.37213 -1.01610 2.37910
C 1.79596 2.03306 3.64904
O 0.86227 2.02530 4.75787
C -0.19541 1.25848 4.56544
O -0.32798 0.44919 3.69544
O -1.13415 1.44627 5.57336
C -2.13650 0.45051 5.52798
H 2.47662 2.84494 3.83191
H 1.26017 2.17999 2.68473
H 2.37197 1.08717 3.64163
H -1.74412 -0.47784 5.97044
H -2.56024 0.34407 4.55304
H -2.85792 0.91977 6.18924
C 4.94245 -4.31261 -5.60482
O 4.34780 -3.06735 -5.37557
C 4.52555 -2.40017 -4.20798
O 5.36487 -2.75122 -3.47194
O 3.69717 -1.41259 -4.01996
C 2.67166 -1.06134 -5.01905
H 6.00154 -4.33833 -5.84223
H 4.34914 -4.78245 -6.40869
H 4.81881 -4.83304 -4.68759
H 3.19614 -0.69027 -5.90052
H 2.07604 -0.29290 -4.54566
H 2.01309 -1.91447 -5.22035
C 4.23932 -1.35866 0.18769
O 3.15058 -2.16538 0.72122
C 2.84111 -1.81918 2.01562
O 3.17022 -0.75200 2.50243
O 2.14651 -2.74940 2.57877
C 1.63416 -2.47627 3.85721
H 3.81140 -0.38946 0.03874
H 4.53214 -1.76242 -0.80284
H 5.06500 -1.30275 0.88270
H 1.45108 -1.39796 3.93332
H 2.37718 -2.76186 4.60654
H 0.76120 -3.12500 3.89134
C 0.57471 0.86270 -1.58132
Br 1.16730 1.56791 0.11885
Br -1.29695 1.22641 -1.88139
Br 0.82182 -1.00165 -1.71696
H 1.18463 1.32236 -2.33033
*
```

Summary:
- E_tot (eV) = -256486.1377
- Kohn-Sham gap (eV) = 10.3
- HOMO energy (eV) = -10.73